1.
This record from the OMol25 dataset describes a molecular structure, H20O12V at a distorted geometry. The level of theory is the ωB97M-V functional and the def2-TZVPD basis.

```
! wB97M-V def2-TZVPD RIJCOSX def2/J DEFGRID3
* xyz 0 2
O -0.66270 0.50240 0.02194
V 0.58950 -0.35760 -0.39726
O 0.54209 -1.77364 0.41933
O -3.07014 -1.13890 0.99682
H -3.50914 -1.63868 1.68510
H -2.85249 -0.30285 1.40896
O 1.94766 0.57536 0.94726
H 2.62447 0.14736 1.47163
H 1.97358 1.49147 1.22347
O 1.18920 1.47681 -1.64921
H 2.06825 1.74009 -1.37685
H 0.87847 2.20220 -2.19094
O -1.60088 1.50680 -2.95609
H -0.90862 2.13840 -2.76090
H -2.24358 1.63174 -2.25784
O -3.46508 1.97462 -1.27578
H -4.06633 2.71452 -1.36111
H -3.23878 1.95528 -0.34591
O -0.04432 3.25323 1.70191
H 0.86960 3.35492 1.43611
H -0.20472 2.31078 1.65406
O 1.74201 -3.60011 2.38856
H 2.27871 -4.16476 1.83238
H 0.84862 -3.72843 2.06976
O 0.67960 -1.54504 3.59271
H 1.08013 -2.32385 3.20635
H 1.41267 -0.94871 3.74516
O -0.66543 -1.12074 -2.29396
H -0.88687 -0.39323 -2.87528
H -1.15166 -1.86611 -2.64641
O 2.38381 -1.11239 -1.60788
H 2.50112 -1.17411 -2.55586
H 2.96124 -1.78684 -1.25020
*
```

Results
* <S²>: 0.755
* gap between HOMO and LUMO (alpha / beta): 5.4 / 7.2 eV
* LUMO energy (alpha / beta): -0.457 / -0.463 eV
* highest occupied orbital energy (alpha / beta): -0.215 / -0.281 hartree
* strongest force on any atom: 0.06871 Eh/bohr
* ΔE to the lowest compared entry with this formula, charge and spin: 4.03 kcal per mole

2.
This record from the OMol25 dataset describes a molecular structure, C12H26BiN4O7 at a distorted geometry. The level of theory is the ωB97M-V functional and the def2-TZVPD basis.

```
! wB97M-V def2-TZVPD RIJCOSX def2/J DEFGRID3
* xyz 1 1
O 0.19654 -0.88404 -3.27854
H -0.42326 -1.60211 -3.60841
Bi 1.06513 0.65290 -0.29338
N 1.83643 -1.82255 -1.10915
N -0.37165 -1.80899 0.15849
N 0.49024 2.93466 -0.39974
N -1.12478 1.42341 0.78370
O 2.85462 -1.73771 -1.86483
O 1.45628 3.71260 -1.11543
O -2.02546 0.58886 1.44694
O -1.50515 -1.79294 0.79860
C 0.03561 -3.05618 -0.24617
C 1.26748 -3.06399 -0.92325
C -0.21375 3.54259 0.55696
C -1.16699 2.70168 1.21116
C 1.94292 -4.26605 -1.45668
H 1.95367 -4.24489 -2.56000
H 1.44673 -5.20024 -1.16371
H 2.99229 -4.33764 -1.12647
C -0.77969 -4.27443 0.00922
H -1.67582 -4.30095 -0.63434
H -1.11120 -4.36103 1.05765
H -0.22430 -5.19435 -0.21753
C 0.10347 4.91568 0.98554
C -2.10842 3.19525 2.25732
H 0.71797 5.43367 0.23851
H 0.70991 4.90062 1.91255
H -0.84139 5.46198 1.12642
H -2.96788 2.52612 2.36787
H -2.49499 4.18614 1.97532
H -1.64328 3.29941 3.25480
H 1.74428 3.03829 -1.77657
H -1.82971 -0.38372 1.10630
C -1.40375 0.06313 -2.76696
H -1.27061 0.52931 -3.72021
H -1.74059 0.72238 -1.93571
H -1.78097 -0.93342 -2.63923
O 1.83937 1.29253 -2.22830
H 1.13411 -1.16991 -3.39821
H 1.28549 1.18200 -3.03795
C 0.74865 -1.46644 3.68368
C 0.68401 -0.04034 3.21095
C -0.02292 0.91451 4.09987
O 1.22585 0.29839 2.13620
H 0.71726 -1.50145 4.78613
H 1.66612 -1.96959 3.33439
H -0.13594 -2.01700 3.31318
H 0.28119 1.93599 3.89617
H -1.09838 0.81905 3.94564
H 0.17926 0.67288 5.14579
*
```

Results
* gap between HOMO and LUMO (alpha / beta): 6.3 / 5.5 eV
* LUMO energy (alpha / beta): -4.690 / -4.676 eV
* highest occupied orbital energy (alpha / beta): -0.404 / -0.374 hartree
* strongest force on any atom: 0.08432 Eh/bohr
* ΔE to the lowest compared entry with this formula, charge and spin: 15.79 kcal per mole

3.
This record from the OMol25 dataset describes a single CH2ClN2OP molecule at a distorted geometry. The level of theory is the ωB97M-V functional and the def2-TZVPD basis.

```
! wB97M-V def2-TZVPD RIJCOSX def2/J DEFGRID3
* xyz 0 3
C -1.12271 0.31550 -0.14582
N -0.44065 -1.03881 0.53082
N 0.69453 -1.10688 0.16189
O -0.40771 1.06930 -0.81827
P 1.74413 -0.28384 -0.70113
Cl 2.70857 0.74342 0.66140
H -1.94059 -0.24901 -0.60120
H -1.23557 0.55031 0.91231
*
```

Results
* <S²>: 2.017
* gap between HOMO and LUMO (alpha / beta): 6.4 / 6.8 eV
* LUMO energy (alpha / beta): -1.050 / -2.847 eV
* highest occupied orbital energy (alpha / beta): -0.273 / -0.356 hartree
* strongest force on any atom: 0.05775 Eh/bohr
* ΔE to the lowest compared entry with this formula, charge and spin: 23.56 kcal per mole

4.
This record from the OMol25 dataset describes a molecular structure, C17H9Br2F5MoN3O3. The level of theory is the ωB97M-V functional and the def2-TZVPD basis.

```
! wB97M-V def2-TZVPD RIJCOSX def2/J DEFGRID3
* xyz 1 3
Mo 1.29401 0.34377 -0.10958
C -0.57868 -1.67956 -2.29831
C -0.69381 -2.05251 -0.85694
C -1.48235 -3.15029 -0.48762
C -1.62590 -3.50180 0.82779
C -0.98918 -2.74870 1.82626
C -1.08324 -2.97744 3.22901
Br -2.10811 -4.41268 3.87962
C -0.44531 -2.15698 4.11012
C 0.32162 -1.05761 3.65291
Br 1.16577 0.05263 4.89020
C 0.43390 -0.82039 2.31316
O 1.12714 0.21004 1.77238
C -0.21167 -1.66446 1.39807
N -0.05491 -1.33040 0.06730
H -1.27034 -2.26565 -2.89700
H 0.43081 -1.88092 -2.66530
H -0.82130 -0.62404 -2.43573
H -1.98273 -3.71146 -1.26318
H -2.24035 -4.34731 1.10702
H -0.52239 -2.33239 5.17351
N 1.59830 0.66785 -2.44516
N 2.96810 0.50959 -2.72393
C 3.82656 0.50138 -1.64980
O 5.00406 0.60105 -1.67619
O 3.11082 0.35229 -0.47348
H 1.06912 0.05811 -3.05597
H 1.31257 1.62965 -2.62146
H 3.32875 0.87433 -3.59404
F -1.79508 0.83840 0.76371
C -1.29849 1.97323 0.24262
C -0.02068 1.99184 -0.29496
C 0.40428 3.20773 -0.80301
F 1.64839 3.31300 -1.33251
C -0.37505 4.34936 -0.80176
F 0.07600 5.48717 -1.30669
C -1.64885 4.28426 -0.25824
F -2.41876 5.35544 -0.24693
C -2.11630 3.08845 0.26621
F -3.33674 3.02502 0.77791
*
```

Results
* <S²>: 2.017
* gap between HOMO and LUMO (alpha / beta): 6.9 / 7.0 eV
* LUMO energy (alpha / beta): -4.908 / -4.885 eV
* highest occupied orbital energy (alpha / beta): -0.435 / -0.437 hartree
* strongest force on any atom: 0.01234 Eh/bohr

5.
This record from the OMol25 dataset describes 2 unconnected molecules or ions with the total composition C5H13N2O at a distorted geometry. The level of theory is the ωB97M-V functional and the def2-TZVPD basis.

```
! wB97M-V def2-TZVPD RIJCOSX def2/J DEFGRID3
* xyz 1 1
C 2.10464 -0.71569 -0.25348
C -0.99697 -1.08973 -1.13751
C -1.56834 1.00357 0.21748
C 1.48718 1.65303 -0.16990
C -0.80437 -0.25622 0.07754
N 1.24804 0.26575 0.04218
N -0.68274 -1.03876 1.33589
O 3.27287 -0.55177 -0.47880
H 1.64682 -1.72734 -0.16721
H -0.31127 -1.93260 -1.17903
H -2.01702 -1.47694 -1.18927
H -0.83791 -0.48847 -2.03015
H -1.21750 1.61903 1.04058
H -1.50624 1.58647 -0.69770
H -2.62712 0.78062 0.37766
H 0.87429 2.05753 -0.97883
H 1.31455 2.21994 0.74748
H 2.53574 1.76231 -0.46310
H -1.52769 -1.60332 1.51946
H 0.13374 -1.67072 1.26120
H -0.52071 -0.39669 2.12552
*
```

Results
* gap between HOMO and LUMO (alpha / beta): 8.8 / 8.8 eV
* LUMO energy (alpha / beta): -4.457 / -4.457 eV
* highest occupied orbital energy (alpha / beta): -0.486 / -0.486 hartree
* strongest force on any atom: 0.09189 Eh/bohr
* ΔE to the lowest compared entry with this formula, charge and spin: 82.51 kcal per mole

6.
This record from the OMol25 dataset describes 14 unconnected molecules or ions with the total composition H29O14 at a distorted geometry. The level of theory is the ωB97M-V functional and the def2-TZVPD basis.

```
! wB97M-V def2-TZVPD RIJCOSX def2/J DEFGRID3
* xyz 1 1
O -2.22718 3.40382 -0.84592
H -0.45108 -5.03442 -1.15010
O -1.28750 -0.27392 3.48321
H -0.30992 -0.21545 3.42706
H -1.71896 0.47715 3.13062
O -0.45211 -2.71255 3.80699
H -0.83603 -2.43951 -2.15822
H 0.06178 -3.39136 4.42225
O 0.43128 -2.31494 1.44881
H 0.78835 -1.51893 1.09971
H 0.03097 -2.80763 0.71235
O 3.90010 0.90087 0.40352
H 3.96929 0.73887 -0.53534
H 3.86520 1.85789 0.43225
O -0.60109 2.41522 -3.24063
H -0.81147 2.30385 -2.30582
H -0.62141 1.53521 -3.66860
O -3.68595 1.39320 1.00082
H -3.31407 1.26823 0.13854
H -4.36467 0.91274 1.36976
O 2.29761 3.86175 -1.28221
H 2.74502 4.67651 -1.08795
H 1.67520 3.98113 -1.99342
O 0.24566 1.65040 3.29857
H 0.86713 1.58397 2.63550
H -2.91437 3.50444 -0.20236
O -1.21842 -4.59114 -0.71435
H -2.03447 -4.90849 -1.06731
H -0.08666 -2.74121 2.84569
O -1.27152 -1.62788 -1.77718
H -1.36137 -1.18779 3.88211
H -0.55243 -1.15146 -4.87897
O -1.50531 -1.18031 -4.58885
H 0.24272 2.54040 3.66149
H -1.45191 -1.28923 -3.59125
O 2.49165 -0.55472 2.05497
H 3.25453 -1.09745 2.16832
H 2.61452 0.29606 1.66061
O 2.71205 -0.34741 -2.94667
H 2.49735 0.55532 -3.33652
H 3.42979 -0.79197 -3.43449
H -2.61254 3.52370 -1.71053
H -0.97060 -1.59087 -0.88076
*
```

Results
* gap between HOMO and LUMO: 10.3 eV
* LUMO energy: -2.905 eV
* highest occupied orbital energy: -0.486 hartree
* strongest force on any atom: 0.08340 Eh/bohr
* ΔE to the lowest compared entry with this formula, charge and spin: 106.09 kcal per mole

7.
This record from the OMol25 dataset describes 2 unconnected molecules or ions with the total composition C5H11O2 at a distorted geometry. The level of theory is the ωB97M-V functional and the def2-TZVPD basis.

```
! wB97M-V def2-TZVPD RIJCOSX def2/J DEFGRID3
* xyz -1 1
C -0.52673 1.67401 1.26783
C 0.59179 1.87150 2.28337
C -0.24681 0.69478 0.19008
H -1.43613 1.27235 1.78684
H -0.80815 2.65216 0.87351
H 1.20257 0.94333 2.32583
H 0.21443 1.86895 3.30664
H 0.26315 -0.17151 0.60512
H -1.08845 0.36024 -0.41952
H 1.28076 2.64986 1.97545
H 0.37040 0.98351 -0.68323
C 0.34015 -2.70774 -1.77376
C -0.32071 -1.33462 -2.09738
O 0.39845 -0.50498 -2.68973
O -1.55404 -1.25913 -1.86793
H -0.51151 -3.36000 -1.56889
H 0.93603 -2.65936 -0.85630
H 0.89481 -2.97334 -2.65792
*
```

Results
* gap between HOMO and LUMO: 7.7 eV
* LUMO energy: 3.767 eV
* highest occupied orbital energy: -0.145 hartree
* strongest force on any atom: 0.04478 Eh/bohr
* ΔE to the lowest compared entry with this formula, charge and spin: 14.54 kcal per mole